Here is C37H40AsN4P2SSnTe as an isolated structure in a non-equilibrium geometry from the OMol25 dataset. Energies are from the ωB97M-V functional and the def2-TZVPD basis.

```
87
Properties=species:S:1:pos:R:3:forces:R:3
Sn 0.12403 2.17825 0.59183 -0.6 0.1 0.3
Te -0.92833 -2.56454 1.36637 0.4 -0.4 -0.7
C 0.36729 -4.20131 0.86079 -0.5 0.3 0.2
C 1.32237 -4.71111 1.72045 -0.1 0.0 0.3
C 1.84650 -5.96749 1.42271 -0.2 0.3 0.0
N 1.47735 -6.65900 0.35595 0.2 -0.5 -0.1
C 0.56725 -6.16442 -0.46604 -0.1 0.3 0.1
C -0.03624 -4.92595 -0.25137 0.0 -0.1 -0.1
C -0.44661 -1.19162 -0.09485 0.3 0.7 0.9
P 1.19653 -0.54016 -0.33820 0.1 -1.5 -0.7
C 1.48233 -0.18208 -2.09453 0.0 0.4 0.3
C 1.34458 -1.14070 -3.09790 0.0 0.0 0.0
C 1.78261 -0.85548 -4.37945 0.0 -0.1 0.0
C 2.31668 0.39073 -4.68267 0.0 0.1 0.1
C 2.40118 1.36811 -3.70144 0.0 0.0 -0.1
C 2.00445 1.07414 -2.40729 0.0 -0.1 0.2
C 2.44577 -1.73769 0.18421 0.0 0.3 0.2
C 2.77365 -2.85974 -0.57698 0.1 0.1 0.0
C 3.80690 -3.68444 -0.16772 0.0 0.0 -0.1
C 4.51499 -3.39589 0.99183 0.0 0.0 0.1
C 4.18969 -2.28161 1.75277 0.0 0.0 0.1
C 3.16074 -1.44642 1.34815 -0.1 0.0 -0.1
P -1.69811 0.08593 -0.41847 -0.3 -0.6 -0.5
C -3.24051 -0.67817 0.15544 0.1 0.5 0.3
C -3.55527 -0.52747 1.51040 0.0 0.1 -0.1
C -4.61015 -1.23704 2.06103 0.0 0.0 0.1
C -5.34390 -2.10872 1.26775 0.1 0.0 0.0
C -5.06189 -2.22221 -0.08758 0.0 0.0 -0.1
C -4.02623 -1.49513 -0.65518 0.0 0.0 0.0
C -1.79286 0.22830 -2.21975 0.0 0.1 0.2
C -2.00455 1.49061 -2.77238 0.0 -0.1 0.2
C -2.28373 1.61516 -4.12378 0.0 0.1 -0.1
C -2.36594 0.47959 -4.91717 0.0 0.0 0.0
C -2.12029 -0.77554 -4.37379 0.0 -0.1 0.0
C -1.82162 -0.90888 -3.02941 0.0 0.1 0.0
H 1.64509 -4.17939 2.60569 0.0 0.0 0.0
H 2.56599 -6.43743 2.08314 0.1 0.0 0.0
H 0.28207 -6.78352 -1.30879 0.0 0.0 0.0
H -0.80820 -4.57248 -0.92301 0.0 0.0 0.0
H 0.89851 -2.10224 -2.88194 0.0 -0.1 0.0
H 1.72777 -1.61701 -5.14615 -0.1 0.0 0.0
H 2.67545 0.59967 -5.68115 0.0 0.0 0.0
H 2.80191 2.34318 -3.94345 0.0 0.0 0.0
H 2.14294 1.80777 -1.61716 0.0 0.0 -0.1
H 2.23359 -3.08221 -1.48497 0.0 -0.1 0.0
H 4.06559 -4.54815 -0.76564 0.0 0.0 0.0
H 5.32813 -4.03817 1.30204 0.0 0.0 0.0
H 4.75269 -2.05450 2.64811 0.0 0.0 0.0
H 2.92182 -0.55353 1.91629 0.0 0.0 0.0
H -2.97734 0.16566 2.11523 0.0 -0.1 0.1
H -4.86693 -1.11647 3.10484 0.0 0.0 0.0
H -6.13973 -2.69832 1.70220 -0.1 0.1 0.0
H -5.65167 -2.87951 -0.71225 0.0 0.0 0.0
H -3.84335 -1.56495 -1.71636 0.0 -0.1 -0.1
H -1.96646 2.36400 -2.12754 -0.1 0.1 -0.1
H -2.45892 2.58968 -4.55851 0.0 0.0 0.0
H -2.62846 0.56994 -5.96236 0.0 0.0 0.0
H -2.18849 -1.65464 -5.00106 0.1 0.0 0.0
H -1.61623 -1.88479 -2.60604 -0.1 0.0 0.0
C 1.22255 -0.89858 4.70063 -0.1 0.1 0.0
C 1.47144 0.61359 4.78739 0.0 -0.2 0.1
C 0.32625 1.40161 4.24952 0.0 0.1 0.0
N 0.13630 1.65817 2.99883 0.2 -0.1 0.0
N -0.98205 2.41256 2.72809 -0.1 0.1 -0.5
C -1.66018 2.73077 3.80839 0.1 -0.1 0.2
N -2.77294 3.46071 3.82656 0.0 0.0 0.1
S -0.92066 2.08127 5.24955 0.0 0.1 -0.3
H 2.12352 -1.43415 4.99339 0.0 0.0 0.0
H 0.96088 -1.18917 3.68111 0.0 0.0 0.0
H 0.41410 -1.20054 5.36609 0.0 0.0 0.0
H 2.36284 0.87611 4.21606 0.0 0.1 0.0
H 1.64460 0.89730 5.82552 0.1 0.0 0.0
H -3.15508 3.83808 2.97570 0.0 0.0 0.0
H -3.25670 3.64894 4.68856 0.0 0.1 0.0
C -0.88049 6.82561 0.32753 -0.1 -0.2 0.1
As 0.03961 5.16417 -0.12485 0.3 0.4 -0.1
C 1.85382 5.63172 0.43536 0.0 -0.1 0.1
C 0.20945 5.39112 -2.05971 -0.1 -0.2 0.0
H -0.29200 7.65393 -0.06555 0.0 0.0 0.0
H -0.97980 6.93573 1.40527 0.0 0.0 0.0
H -1.86817 6.83818 -0.12926 0.0 0.0 0.0
H 2.20199 6.45940 -0.18074 0.0 0.0 0.0
H 2.54828 4.79827 0.32694 0.0 0.0 0.0
H 1.85206 5.95079 1.47668 0.0 0.0 0.0
H 0.85897 6.24188 -2.26046 0.0 0.0 0.1
H -0.77146 5.58895 -2.48947 0.0 0.0 0.0
H 0.62846 4.50297 -2.53201 0.0 0.0 0.0
```
Positions in Å, forces in eV/Å.

Results
Calculated total energy in Ha: -5450.9619
Energy relative to the best compared isomer or geometry (same formula, charge and spin) in kJ/mol: 35.7
Molecular weight in g/mol: 956.0
2S+1: 1
Frontier orbital gap in eV: 5.599
Total charge: +3